Record 1
Below is a 9-piece molecular cluster, C30H69IN2O11 overall, with properties calculated with the ωB97M-V functional and the def2-TZVPD basis.

Structure (XYZ):
```
113
Properties=species:S:1:pos:R:3:mulliken_charge:R:1
C 1.136 -2.343 0.609 -0.73
N 1.340 -1.506 -0.580 -0.23
C 0.163 -1.267 -1.378 -1.19
N -0.692 -0.272 -0.716 0.79
C -2.068 -0.643 -0.451 -0.98
O -2.980 -0.204 -1.439 -0.17
C -3.998 0.629 -1.009 0.09
C -3.682 1.926 -0.630 -0.09
C -4.656 2.812 -0.195 0.66
C -4.264 4.208 0.210 -1.44
C -5.974 2.357 -0.164 -1.36
C -6.277 1.065 -0.557 -0.96
C -5.312 0.162 -0.986 0.86
C -5.765 -1.238 -1.364 0.65
C -5.088 -1.845 -2.592 -1.50
C -5.647 -2.193 -0.153 -1.61
C -0.498 1.028 -1.244 0.56
O -0.516 1.334 -2.401 -0.54
O -0.242 1.997 -0.330 -0.58
I -0.132 1.576 1.618 0.20
H 0.124 -2.757 0.625 0.24
H 1.272 -1.767 1.522 0.12
H 1.855 -3.160 0.628 0.36
H 2.063 -1.893 -1.167 0.29
H 0.487 -0.891 -2.349 0.46
H -0.441 -2.166 -1.547 0.45
H -2.099 -1.734 -0.428 0.40
H -2.387 -0.272 0.527 0.33
H -2.655 2.268 -0.665 0.56
H -3.722 4.688 -0.605 0.33
H -3.620 4.202 1.087 0.29
H -5.139 4.814 0.442 0.39
H -6.773 3.015 0.152 0.35
H -7.310 0.739 -0.533 0.36
H -6.818 -1.129 -1.635 0.61
H -5.167 -1.190 -3.459 0.24
H -4.038 -2.065 -2.414 0.16
H -5.580 -2.792 -2.831 0.46
H -6.512 -2.846 -0.078 0.42
H -4.747 -2.801 -0.268 0.41
H -5.555 -1.634 0.777 0.35
C -3.306 1.218 -5.532 -0.96
C -4.730 1.697 -5.315 -0.33
O -5.201 1.392 -4.011 -0.39
H -3.239 0.143 -5.362 0.21
H -2.969 1.435 -6.548 0.40
H -2.622 1.705 -4.833 0.25
H -5.413 1.196 -6.001 0.29
H -4.800 2.775 -5.501 0.31
H -4.632 1.826 -3.365 0.19
C -10.960 -2.220 1.446 -1.17
C -9.691 -2.220 0.614 0.02
O -8.626 -2.923 1.246 -0.50
H -10.770 -1.781 2.426 0.30
H -11.750 -1.651 0.954 0.35
H -11.322 -3.240 1.599 0.33
H -9.326 -1.203 0.474 0.13
H -9.887 -2.646 -0.376 0.28
H -8.905 -3.834 1.378 0.28
C 5.273 -2.596 3.372 -0.88
C 4.024 -1.771 3.142 -0.22
O 2.829 -2.480 3.476 -0.53
H 5.237 -3.522 2.799 0.29
H 6.163 -2.033 3.091 0.19
H 5.365 -2.867 4.428 0.31
H 3.923 -1.511 2.088 0.30
H 4.072 -0.839 3.715 0.25
H 2.875 -2.712 4.409 0.27
C -0.245 5.976 2.215 -0.78
C -1.332 6.987 1.902 -0.14
O -2.636 6.418 2.029 -0.49
H -0.328 5.114 1.551 0.02
H 0.747 6.415 2.090 0.35
H -0.329 5.614 3.244 0.36
H -1.246 7.327 0.874 0.14
H -1.244 7.861 2.559 0.26
H -2.742 6.115 2.936 0.29
C 9.586 -0.170 4.571 -0.97
C 8.297 0.607 4.379 -0.28
O 7.150 -0.143 4.766 -0.45
H 9.555 -1.102 4.005 0.22
H 10.447 0.412 4.239 0.34
H 9.733 -0.421 5.624 0.32
H 8.148 0.845 3.326 0.27
H 8.334 1.551 4.933 0.29
H 7.238 -0.361 5.699 0.26
C 8.434 -6.161 1.327 -0.92
C 7.650 -5.256 2.257 -0.15
O 6.273 -5.638 2.305 -0.51
H 8.022 -6.128 0.322 0.13
H 9.483 -5.862 1.276 0.32
H 8.393 -7.197 1.674 0.34
H 7.670 -4.224 1.909 0.25
H 8.070 -5.278 3.269 0.27
H 6.242 -6.545 2.624 0.28
C 1.513 8.416 -2.390 -1.04
C 0.111 8.881 -2.044 -0.24
O -0.210 8.657 -0.673 -0.47
H 1.627 7.356 -2.162 0.26
H 1.725 8.570 -3.449 0.35
H 2.258 8.967 -1.812 0.33
H -0.629 8.320 -2.612 0.28
H -0.010 9.941 -2.288 0.25
H 0.418 9.151 -0.137 0.25
C 6.699 -6.443 -3.852 -1.09
C 7.021 -5.770 -2.531 -0.14
O 8.366 -6.000 -2.117 -0.53
H 6.876 -7.516 -3.784 0.30
H 5.658 -6.276 -4.131 0.32
H 7.332 -6.049 -4.651 0.32
H 6.397 -6.173 -1.734 0.28
H 6.828 -4.694 -2.594 0.26
H 8.951 -5.640 -2.791 0.29
```

Results
* LUMO level: -0.7 eV
* SMILES string: CNCN(COc1cc(C)ccc1C(C)C)C(=O)OI.CCO.CCO.CCO.CCO.CCO.CCO.CCO.CCO


Record 2
Below is a 5-piece molecular cluster, C30H70BrN4O overall, with properties calculated with the ωB97M-V functional and the def2-TZVPD basis.

Structure (XYZ):
```
106
Properties=species:S:1:pos:R:3:mulliken_charge:R:1
C 11.236 20.818 -2.902 -1.40
C 11.690 21.872 -1.917 -0.65
C 11.386 21.553 -0.518 -0.14
N 11.377 22.776 0.470 0.54
C 12.729 23.487 0.436 -1.17
C 10.192 23.815 0.289 -0.47
C 9.325 23.759 1.603 0.02
C 10.346 23.276 2.680 -0.61
C 11.230 22.272 1.937 -0.53
H 10.194 20.500 -2.870 0.21
H 11.683 19.828 -2.809 0.29
H 11.455 21.014 -3.951 0.48
H 11.305 22.781 -2.378 0.36
H 12.755 22.098 -1.983 0.45
H 12.117 20.832 -0.151 0.43
H 10.360 21.190 -0.456 -0.14
H 12.813 23.825 -0.597 0.45
H 13.565 22.815 0.629 0.34
H 12.557 24.319 1.119 0.44
H 10.561 24.833 0.161 0.27
H 9.634 23.574 -0.616 0.20
H 8.990 24.758 1.880 0.49
H 8.427 23.148 1.507 -0.28
H 10.932 24.106 3.075 0.39
H 9.867 22.836 3.555 0.29
H 12.205 22.002 2.341 0.41
H 10.689 21.327 1.888 0.05
C 7.924 18.395 -4.476 -1.49
C 8.912 17.590 -3.562 -0.16
C 8.625 17.717 -2.024 -0.20
N 9.349 16.634 -1.191 0.85
C 10.842 16.731 -1.582 -0.86
C 8.695 15.223 -1.416 -1.07
C 9.068 14.360 -0.147 -0.60
C 9.556 15.337 0.866 -0.82
C 9.131 16.700 0.294 0.69
H 7.957 19.476 -4.345 0.26
H 6.908 18.004 -4.422 0.40
H 8.207 18.457 -5.527 0.44
H 9.894 17.894 -3.923 0.34
H 8.853 16.552 -3.888 0.44
H 7.567 17.516 -1.854 0.20
H 8.688 18.655 -1.472 -0.28
H 11.466 16.203 -0.860 0.45
H 11.325 17.708 -1.611 0.02
H 10.931 16.000 -2.385 0.38
H 9.101 14.799 -2.334 0.43
H 7.613 15.350 -1.437 0.41
H 9.856 13.654 -0.408 0.27
H 8.308 13.718 0.299 0.44
H 10.622 15.259 1.078 0.38
H 9.019 15.122 1.789 0.41
H 9.724 17.530 0.676 0.14
H 8.069 16.943 0.325 -0.33
C 4.782 22.437 0.371 -1.55
N 4.313 22.068 -1.085 1.15
C 2.818 21.586 -0.871 -1.37
C 4.235 23.421 -1.805 -0.96
C 5.066 20.940 -1.880 -0.94
C 6.366 21.312 -2.579 0.31
O 7.240 21.977 -1.774 -0.21
H 4.050 23.141 0.766 0.40
H 5.842 22.652 0.231 0.31
H 4.815 21.530 0.974 0.43
H 2.413 21.476 -1.877 0.45
H 2.152 22.326 -0.427 0.37
H 2.689 20.734 -0.204 0.50
H 4.086 23.368 -2.884 0.32
H 5.269 23.707 -1.609 0.37
H 3.585 24.113 -1.270 0.33
H 4.262 20.709 -2.580 0.42
H 5.176 19.986 -1.364 0.20
H 6.144 21.850 -3.500 0.62
H 6.858 20.400 -2.917 -0.79
H 7.420 21.394 -1.033 -0.31
C 5.036 24.402 4.014 -1.16
C 4.462 23.011 4.277 -0.49
C 5.604 21.902 4.066 0.34
C 5.643 20.698 5.121 -0.94
N 6.638 19.525 4.738 0.68
C 6.758 18.630 5.934 -0.62
C 7.728 19.403 6.825 -0.96
C 8.700 20.074 5.925 -0.64
C 8.149 19.941 4.536 0.13
C 6.046 18.700 3.561 -1.26
H 5.951 24.787 4.465 0.37
H 4.308 25.204 4.138 0.38
H 5.353 24.341 2.973 0.17
H 3.668 22.877 3.542 0.27
H 3.982 22.928 5.252 0.48
H 6.553 22.436 4.110 0.07
H 5.657 21.649 3.007 -0.25
H 4.613 20.355 5.211 0.39
H 6.057 21.126 6.035 0.32
H 7.008 17.582 5.768 0.53
H 5.828 18.660 6.502 0.33
H 8.108 18.627 7.489 0.39
H 7.074 19.990 7.470 0.37
H 9.608 19.471 5.922 0.42
H 8.945 21.103 6.189 0.38
H 8.594 19.150 3.932 0.26
H 8.205 20.894 4.010 -0.19
H 5.127 18.198 3.865 0.52
H 6.710 17.889 3.258 0.32
H 5.812 19.443 2.799 0.29
Br 8.058 20.217 0.967 -0.80
```

Results
* LUMO level (spin up / spin down): -3.6 / -3.7 eV
* spin multiplicity: 2
* total charge: +2


Record 3
Below is C30H70N10O10 as an isolated structure, with properties calculated with the ωB97M-V functional and the def2-TZVPD basis.

Structure (XYZ):
```
120
Properties=species:S:1:pos:R:3:mulliken_charge:R:1
C -3.077 -1.891 -0.407 -1.46
C -2.847 -0.597 -1.205 0.33
O -1.916 0.133 -1.164 0.32
N -3.837 -0.204 -2.063 -0.11
C -5.120 -0.782 -2.395 -1.47
H -2.616 -1.714 0.565 0.06
H -2.497 -2.700 -0.851 0.48
H -4.099 -2.228 -0.231 0.31
H -3.551 0.660 -2.502 0.33
H -5.881 -0.120 -2.809 0.52
H -5.625 -1.186 -1.518 0.45
H -4.982 -1.606 -3.094 0.29
C -6.680 1.748 -0.438 -0.98
C -5.296 2.198 0.094 0.78
O -5.126 2.842 1.138 -0.68
N -4.226 1.807 -0.564 0.40
C -2.848 2.016 -0.106 -0.66
H -7.484 1.586 0.281 0.37
H -6.601 0.782 -0.937 0.07
H -7.005 2.335 -1.297 0.30
H -4.340 1.674 -1.559 0.38
H -2.175 2.236 -0.935 0.33
H -2.483 1.056 0.259 0.24
H -2.735 2.668 0.760 0.46
C 3.493 2.802 -3.704 -1.29
C 3.091 2.075 -2.477 0.74
O 3.693 2.310 -1.456 -0.76
N 2.162 1.067 -2.700 0.34
C 1.816 0.112 -1.633 -1.36
H 4.041 2.077 -4.305 0.45
H 4.190 3.621 -3.527 0.35
H 2.646 3.207 -4.259 -0.23
H 1.709 0.985 -3.599 0.46
H 1.113 0.468 -0.881 0.43
H 2.654 -0.363 -1.123 0.41
H 1.262 -0.754 -1.994 0.54
C 0.643 2.469 1.885 0.06
C 1.465 3.797 1.803 0.54
O 1.395 4.446 0.820 -0.58
N 2.087 4.226 2.883 -0.25
C 2.648 5.536 3.078 -0.94
H 0.781 2.136 2.914 0.31
H 1.006 1.790 1.113 -0.31
H -0.411 2.721 1.770 0.21
H 2.215 3.533 3.607 0.30
H 3.367 5.768 2.292 0.29
H 3.122 5.482 4.058 0.34
H 1.832 6.257 3.080 0.29
C 0.377 -6.797 1.738 -1.50
C 0.875 -5.342 1.648 0.76
O 0.053 -4.471 1.520 -0.28
N 2.184 -5.111 1.546 -0.11
C 2.991 -3.913 1.237 -0.47
H 0.917 -7.313 2.532 0.48
H 0.462 -7.260 0.755 0.33
H -0.645 -6.977 2.069 0.23
H 2.813 -5.900 1.505 0.29
H 3.794 -4.250 0.582 0.37
H 3.352 -3.547 2.198 0.07
H 2.582 -3.067 0.685 0.20
C 5.213 -2.181 4.874 -1.25
C 3.817 -2.466 4.222 0.63
O 3.005 -3.179 4.696 -0.59
N 3.481 -1.687 3.160 -0.19
C 2.209 -1.637 2.484 -0.80
H 5.971 -2.921 4.616 0.27
H 4.981 -2.173 5.939 0.34
H 5.637 -1.201 4.652 0.33
H 4.091 -0.944 2.850 0.30
H 2.303 -1.991 1.458 -0.39
H 1.743 -0.652 2.477 0.84
H 1.514 -2.271 3.034 0.20
C 0.923 3.114 -0.677 -1.34
C 1.145 4.091 -1.791 -1.33
O 0.130 4.563 -2.304 -0.80
N 2.386 4.302 -2.100 -0.02
C 2.773 5.033 -3.375 -1.26
H 0.578 2.229 -1.211 -0.79
H 0.062 3.264 -0.027 2.23
H 1.852 2.978 -0.124 1.36
H 3.115 3.813 -1.600 0.50
H 2.499 4.627 -4.349 0.51
H 3.854 4.895 -3.398 0.55
H 2.823 6.119 -3.294 0.38
C -0.252 1.050 0.274 1.92
C 0.223 -0.304 0.749 -1.45
O 1.073 -0.427 1.678 -0.68
N -0.396 -1.346 0.199 1.08
C -0.316 -2.840 0.616 -0.13
H 0.045 1.810 0.996 -1.43
H -1.327 0.968 0.112 -0.52
H 0.213 1.354 -0.664 -1.22
H -0.774 -1.229 -0.730 0.25
H 0.158 -3.319 -0.240 0.20
H -1.341 -3.181 0.762 -0.09
H 0.335 -2.938 1.485 -0.67
C -2.436 -2.345 2.222 -0.80
C -2.632 -3.772 1.598 0.86
O -3.048 -3.856 0.428 -0.68
N -2.452 -4.867 2.432 -0.10
C -2.679 -6.206 1.953 -0.87
H -3.109 -2.167 3.061 0.56
H -2.600 -1.527 1.519 0.05
H -1.454 -2.146 2.651 0.14
H -2.306 -4.757 3.425 0.26
H -3.357 -6.259 1.101 0.26
H -3.297 -6.726 2.685 0.46
H -1.749 -6.715 1.701 -0.02
C -1.427 2.137 -2.322 0.28
C -0.443 1.485 -3.356 -0.37
O -0.209 0.306 -3.394 -0.64
N 0.243 2.315 -4.140 -0.09
C 1.282 1.903 -5.173 -1.25
H -2.369 1.590 -2.277 0.45
H -1.708 3.143 -2.634 0.39
H -1.161 2.093 -1.266 0.73
H 0.163 3.313 -4.010 0.35
H 1.863 2.756 -5.525 0.52
H 0.653 1.468 -5.949 0.47
H 1.759 0.975 -4.859 0.33
```

Results
* LUMO level: 0.6 eV


Record 4
Below is a 10-piece molecular cluster, C30H70N10O10 overall, with properties calculated with the ωB97M-V functional and the def2-TZVPD basis.

Structure (XYZ):
```
120
Properties=species:S:1:pos:R:3:mulliken_charge:R:1
C 2.792 -2.699 3.162 -0.66
N 3.060 -2.306 1.785 0.31
C 2.020 -2.648 0.822 -0.92
C 4.119 -1.549 1.484 0.16
O 4.442 -1.249 0.342 -0.62
H 1.793 -2.432 3.498 -0.16
H 3.494 -2.154 3.795 0.29
H 2.972 -3.758 3.351 0.31
H 1.071 -2.272 1.217 0.08
H 2.204 -2.217 -0.154 0.22
H 1.897 -3.732 0.815 0.42
H 4.658 -1.215 2.380 0.28
C 4.703 3.645 -2.021 -0.93
N 4.306 3.158 -0.703 0.31
C 4.910 1.925 -0.262 -0.81
C 3.417 3.805 0.085 0.05
O 3.198 3.435 1.231 -0.64
H 4.720 2.865 -2.778 0.33
H 5.773 3.869 -1.904 0.34
H 4.095 4.512 -2.255 0.25
H 4.624 1.079 -0.886 0.36
H 5.996 2.068 -0.264 0.46
H 4.643 1.680 0.761 -0.12
H 2.997 4.723 -0.354 0.32
C -0.491 4.993 -0.612 -0.71
N -1.014 3.699 -0.215 0.25
C -1.048 3.440 1.211 -0.94
C -1.376 2.744 -1.100 -0.07
O -1.753 1.635 -0.769 -0.33
H -1.059 5.740 -0.056 0.35
H -0.631 5.207 -1.672 0.32
H 0.580 5.097 -0.434 0.13
H -1.209 2.390 1.437 0.00
H -0.091 3.680 1.679 0.35
H -1.782 4.066 1.721 0.41
H -1.367 3.136 -2.129 0.31
C 0.387 -0.559 -1.255 -0.70
N 0.532 -0.179 0.132 2.85
C 1.700 0.560 0.554 -0.89
C -0.480 -0.473 1.001 -0.71
O -0.333 -0.593 2.199 -0.29
H 0.558 0.318 -1.889 -0.37
H -0.603 -0.947 -1.476 0.01
H 1.127 -1.313 -1.535 0.21
H 1.796 0.512 1.640 -0.32
H 2.620 0.193 0.102 0.12
H 1.547 1.625 0.354 0.21
H -1.414 -0.587 0.431 -0.26
C -0.667 -4.136 -5.897 -1.01
N -0.064 -3.634 -4.658 0.18
C 0.927 -2.581 -4.690 -0.79
C -0.610 -4.022 -3.484 -0.03
O -0.145 -3.820 -2.377 -0.58
H -0.998 -5.167 -5.800 0.40
H 0.072 -4.139 -6.696 0.33
H -1.502 -3.469 -6.127 0.32
H 1.246 -2.395 -3.668 0.12
H 1.820 -2.840 -5.262 0.34
H 0.484 -1.684 -5.130 0.28
H -1.581 -4.518 -3.669 0.41
C -6.132 0.706 2.222 -0.93
N -5.300 -0.425 1.876 0.41
C -3.886 -0.147 1.801 -1.23
C -5.810 -1.649 1.610 -0.06
O -5.175 -2.621 1.266 -0.53
H -7.198 0.565 2.048 0.33
H -5.855 1.497 1.512 0.31
H -5.965 1.088 3.230 0.30
H -3.623 0.557 1.006 0.27
H -3.510 0.218 2.758 0.52
H -3.290 -1.029 1.573 0.27
H -6.902 -1.711 1.738 0.33
C 0.504 1.568 -5.476 -0.63
N 1.796 1.950 -4.971 0.21
C 2.445 1.133 -3.977 -0.05
C 2.347 3.122 -5.368 0.02
O 3.450 3.534 -5.075 -0.56
H 0.328 1.921 -6.493 0.38
H -0.338 2.044 -4.948 0.27
H 0.258 0.512 -5.401 0.02
H 3.387 1.537 -3.620 -0.11
H 1.838 1.052 -3.071 0.15
H 2.681 0.110 -4.277 0.20
H 1.688 3.579 -6.126 0.31
C -2.489 -3.766 5.242 -0.90
N -1.046 -3.763 5.403 0.17
C -0.384 -2.524 5.011 -0.45
C -0.344 -4.899 5.658 0.11
O 0.860 -4.959 5.703 -0.57
H -2.805 -3.242 4.344 0.24
H -2.924 -3.289 6.128 0.30
H -2.893 -4.780 5.273 0.35
H 0.676 -2.711 4.885 0.22
H -0.835 -2.125 4.101 0.08
H -0.573 -1.816 5.823 0.32
H -1.079 -5.696 5.853 0.27
C 1.306 2.797 3.994 -0.81
N 1.890 1.564 4.463 0.35
C 3.321 1.491 4.501 -0.80
C 1.113 0.604 5.016 0.27
O 1.531 -0.287 5.727 -0.62
H 1.879 3.305 3.219 0.21
H 1.192 3.550 4.784 0.43
H 0.300 2.608 3.617 0.09
H 3.763 2.199 5.207 0.42
H 3.698 0.515 4.812 0.26
H 3.787 1.603 3.517 0.07
H 0.048 0.724 4.768 0.22
C -4.248 -0.804 -1.621 -0.96
N -4.106 -0.657 -3.073 0.16
C -5.160 0.052 -3.775 -1.12
C -3.008 -1.078 -3.713 0.60
O -2.873 -1.008 -4.931 -0.70
H -4.173 0.208 -1.216 0.25
H -3.523 -1.489 -1.193 0.34
H -5.268 -1.143 -1.435 0.42
H -4.727 0.642 -4.581 0.35
H -5.886 -0.658 -4.167 0.32
H -5.585 0.795 -3.098 0.38
H -2.256 -1.587 -3.092 -0.03
```

Results
* LUMO level: 0.2 eV
* SMILES string: CN(C)C=O.CN(C)C=O.CN(C)C=O.CN(C)C=O.CN(C)C=O.CN(C)C=O.CN(C)C=O.CN(C)C=O.CN(C)C=O.CN(C)C=O